The following is a DFT calculation (ωB97M-V with the def2-TZVPD basis set) of an isolated molecule of C21H30ClN3O3S.

XYZ file:
```
59
Properties=species:S:1:pos:R:3:forces:R:3
C -4.08999 -2.65541 -1.64311 -0.015 0.002 0.006
C -2.73839 -2.02434 -1.34455 -0.005 0.036 0.044
C -2.82953 -0.50142 -1.20276 -0.037 0.049 -0.028
C -1.42653 0.09425 -1.05599 0.045 0.013 -0.060
O -0.60689 -0.09360 -1.94251 -0.028 0.006 0.000
N -1.16563 0.82928 0.04241 -0.062 -0.030 0.028
C 0.17961 1.32925 0.30213 0.027 0.053 0.025
C 0.37189 2.64679 -0.45631 0.016 -0.035 -0.001
C 1.78768 3.23564 -0.52886 0.000 -0.021 -0.015
C 2.91766 2.22365 -0.77243 0.022 0.024 0.045
C 3.62054 1.71490 0.48920 -0.005 0.003 -0.027
N 2.79346 0.94401 1.41159 0.191 0.123 0.032
C 3.05990 -0.33210 1.83053 -0.373 -0.173 -0.033
O 2.60587 -0.76540 2.87606 0.005 0.027 -0.029
C 3.79726 -1.25086 0.92111 0.353 0.119 -0.003
S 3.71607 -1.16730 -0.80443 -0.112 -0.154 0.044
C 4.68289 -2.56928 -1.00785 0.022 -0.039 0.048
C 5.00116 -3.10027 -2.37023 -0.018 0.011 0.035
C 5.06475 -3.07398 0.19708 0.012 -0.004 -0.101
C 4.55881 -2.32470 1.28980 -0.057 0.063 -0.004
Cl 4.93740 -2.77103 2.90727 -0.014 0.023 -0.013
C 1.83271 1.69586 2.21497 -0.010 -0.042 -0.002
C 0.39056 1.38877 1.81118 0.018 -0.021 -0.020
N -3.79817 -0.06194 -0.20412 0.084 -0.047 -0.017
C -4.97595 0.69953 -0.59674 -0.001 -0.022 -0.021
C -5.65325 1.03030 0.73689 -0.041 0.043 -0.012
C -5.18038 -0.07772 1.67345 0.009 -0.070 0.064
C -3.86754 -0.54530 1.07032 -0.039 0.140 -0.002
O -3.00996 -1.20764 1.62138 0.013 -0.040 -0.035
H -3.99174 -3.73062 -1.78897 0.004 -0.009 0.004
H -4.79258 -2.50233 -0.82081 -0.004 -0.004 -0.007
H -4.53414 -2.23580 -2.54952 0.004 0.000 0.001
H -2.31829 -2.43937 -0.42961 0.012 -0.036 0.025
H -2.03219 -2.21922 -2.15115 0.003 0.000 0.004
H -3.19001 -0.10602 -2.15680 0.002 0.010 0.010
H -1.81930 0.78407 0.80510 -0.006 -0.026 0.041
H 0.86232 0.58680 -0.11451 0.022 0.001 -0.010
H 0.03810 2.44882 -1.47753 -0.003 0.005 0.003
H -0.31140 3.39320 -0.03824 -0.016 -0.003 -0.005
H 1.78440 3.95462 -1.35066 0.001 0.000 -0.002
H 2.01451 3.82539 0.36228 0.004 0.004 0.004
H 2.54875 1.38380 -1.36603 -0.009 -0.001 -0.006
H 3.69524 2.70346 -1.37274 0.007 -0.008 -0.003
H 4.48489 1.11456 0.21257 -0.024 0.021 0.009
H 4.01010 2.57929 1.03973 0.003 0.012 0.006
H 5.64177 -3.97618 -2.28206 0.001 -0.002 0.001
H 4.09486 -3.39226 -2.90179 0.001 -0.001 -0.003
H 5.52032 -2.35787 -2.97691 0.002 0.004 -0.004
H 5.68173 -3.95184 0.32079 0.003 -0.002 -0.013
H 1.97695 1.44194 3.26425 -0.021 0.006 0.009
H 2.05554 2.75226 2.09147 0.021 0.017 0.006
H -0.26956 2.14223 2.25475 -0.010 -0.005 0.011
H 0.11431 0.41859 2.23151 -0.012 0.003 0.000
H -4.68427 1.59457 -1.14814 0.002 -0.008 -0.015
H -5.62184 0.09806 -1.24585 -0.002 -0.008 0.002
H -5.30559 1.99980 1.09569 0.016 -0.011 -0.003
H -6.73581 1.07980 0.64097 0.000 0.017 0.000
H -5.03146 0.23281 2.70526 -0.007 -0.010 -0.005
H -5.86159 -0.93251 1.68146 0.008 -0.004 -0.008
```
Forces are in eV/Å.

Computed properties:
E_LUMO in eV: 0.66
Frontier orbital gap in eV: 9.332
ΔE to the lowest compared entry with this formula, charge and spin in kcal per mole: 6.29
Charge: 0
Structure (SMILES): CC[C@H](C(=O)N[C@H]1CCCCN(C(=O)c2sc(C)cc2Cl)CC1)N1CCCC1=O
HOMO energy in eV: -8.7